# 1
DFT (ωB97M-V/def2-TZVPD) results for a single C5H12OSi molecule.

```
19
Properties=species:S:1:pos:R:3:forces:R:3
C -2.43094 0.31211 0.51078 -1.737 1.580 -1.468
C -1.14085 0.99988 0.84528 0.332 -1.048 1.628
C 1.10491 1.26505 -1.32419 2.121 -1.242 -0.991
C -0.10208 -1.63341 -0.96444 -0.466 -0.235 1.848
C 1.49493 -0.56585 1.28526 -1.290 1.863 0.270
O -3.29861 0.66450 -0.30000 2.004 -0.529 1.560
Si 0.28154 0.02433 -0.04808 1.420 0.383 -0.857
H -2.57927 -0.61762 1.05958 -0.016 -0.499 0.165
H -1.05385 2.07589 0.83321 -0.360 0.373 -1.194
H -0.94665 0.87358 1.95831 -0.273 -0.605 -1.109
H 2.24028 1.48298 -1.33602 -1.345 -0.955 0.896
H 1.05287 0.82306 -2.35522 -0.538 0.392 0.718
H 0.79012 2.27946 -1.37585 -1.143 0.705 0.056
H -0.94117 -1.68309 -1.60376 -1.084 0.403 -0.851
H 0.74391 -1.84456 -1.58316 0.817 -0.114 -0.314
H -0.26386 -2.53214 -0.29115 0.445 1.175 -0.373
H 1.60145 -1.61497 1.20886 0.018 -1.122 0.347
H 2.46354 -0.10607 1.27577 0.519 0.302 -0.183
H 0.98371 -0.20312 2.20483 0.576 -0.827 -0.147
```
Positions in Å, forces in eV/Å.

Summary:
Charge: 0
Largest force on an atom in eV/Å: 2.8
HOMO level in eV: -9.75
Kohn-Sham gap in eV: 10.621
SMILES: C[Si](C)(C)CC=O

***

# 2
DFT (ωB97M-V/def2-TZVPD) results for a single C3H7N molecule.

```
11
Properties=species:S:1:pos:R:3:forces:R:3
C -0.08934 -1.17695 0.72805 -0.030 -0.084 0.172
N 0.04502 -0.45991 -0.52327 -0.079 -0.078 -0.010
C -0.67148 0.79202 -0.64758 -0.250 0.230 -0.075
C 0.80555 0.76704 -0.47937 0.166 0.256 -0.030
H -0.42418 -0.52305 1.55420 0.151 -0.146 -0.094
H 0.88298 -1.61409 0.98190 -0.214 0.025 0.044
H -0.81627 -1.98942 0.61081 0.119 0.183 0.043
H -1.14092 0.99197 -1.60874 0.171 -0.041 0.139
H -1.23488 1.16082 0.21487 0.086 -0.226 -0.162
H 1.47490 0.93300 -1.32054 -0.127 0.041 0.156
H 1.16861 1.11858 0.48968 0.007 -0.161 -0.183
```
Positions in Å, forces in eV/Å.

Summary:
Charge: 0
Largest force on an atom in eV/Å: 0.3
HOMO level in eV: -9.18
Kohn-Sham gap in eV: 10.470
SMILES: CN1CC1

***

# 3
DFT (ωB97M-V/def2-TZVPD) results for a molecular structure, C21H20IrN3O6S2.

```
53
Properties=species:S:1:pos:R:3:forces:R:3
Ir -0.10001 0.33843 -0.17003 -2.289 0.074 0.378
C 0.24079 4.42182 -0.16447 -0.122 -0.047 0.028
O -1.08599 4.83102 -0.46610 -0.034 0.045 -0.235
C -2.11387 3.95887 -0.59964 0.254 -0.072 -0.201
C -3.37064 4.52943 -0.71496 -0.345 -0.101 0.127
C -4.52690 3.75275 -0.77922 0.148 0.228 -0.007
C -4.43583 2.38156 -0.71078 0.105 -0.128 0.030
C -3.17269 1.78309 -0.64337 -0.055 0.067 0.079
C -3.07739 0.36456 -0.47508 0.009 -0.135 0.008
N -1.99867 -0.32730 -0.34419 -0.113 -0.290 -0.120
N -2.19535 -1.67704 -0.07538 0.324 -0.294 -0.255
C -1.06838 -2.24833 0.20239 -0.377 0.049 -0.013
O 0.06205 -1.58197 0.21655 1.331 -0.525 0.275
C -0.99892 -3.69502 0.50011 0.062 0.206 0.100
C 0.23779 -4.33312 0.48505 0.037 -0.018 0.010
C 0.32400 -5.68488 0.77793 -0.006 0.020 0.011
C -0.82285 -6.39674 1.09896 -0.016 -0.008 0.008
C -2.05783 -5.76043 1.11362 -0.018 0.011 -0.017
C -2.15058 -4.41226 0.81108 -0.038 -0.006 0.007
C -2.01048 2.55875 -0.67189 -0.095 0.082 0.216
O -0.82293 1.97331 -0.85178 1.449 1.105 -0.205
H 0.77153 5.34090 0.06574 0.029 -0.002 0.010
H 0.70440 3.93290 -1.02323 0.013 0.010 0.008
H 0.27191 3.76104 0.70219 -0.010 -0.019 0.032
H -3.42641 5.61005 -0.73797 -0.001 -0.012 0.053
H -5.49119 4.23502 -0.85462 0.012 0.005 -0.013
H -5.32109 1.75877 -0.71455 0.010 0.011 0.020
H -3.99657 -0.20250 -0.37226 0.016 -0.038 -0.074
H 1.12416 -3.76457 0.23851 0.001 -0.017 -0.004
H 1.28429 -6.18328 0.75996 -0.007 0.011 0.002
H -0.75494 -7.44910 1.34319 -0.007 0.013 -0.025
H -2.95113 -6.31709 1.36418 0.012 0.007 -0.001
H -3.10589 -3.90598 0.82418 0.002 -0.004 -0.006
C 1.65413 -0.46485 2.91513 0.046 -0.186 -0.010
S 1.08662 1.00672 2.16175 0.028 0.272 0.069
O 1.66233 0.99823 0.73597 0.057 -0.149 0.113
O 1.45228 2.12991 2.94558 0.124 0.054 -0.125
O -0.37987 0.84314 1.90251 -0.152 -0.144 -0.100
H 2.73816 -0.39912 2.98920 -0.025 0.003 0.037
H 1.34623 -1.31038 2.30036 0.011 0.035 0.026
H 1.20282 -0.51559 3.90464 0.019 0.017 -0.015
S 0.81333 -0.10472 -2.26753 -0.190 -0.082 -0.130
C 2.50105 0.19178 -1.87801 -0.169 -0.016 -0.163
N 2.93124 1.46973 -1.81439 -0.094 0.047 0.178
C 4.20150 1.83191 -1.58201 0.084 -0.030 -0.004
C 5.16169 0.86477 -1.42407 -0.012 0.054 -0.008
C 4.77344 -0.47018 -1.49046 -0.042 -0.043 -0.023
C 3.44830 -0.80601 -1.71564 0.069 -0.074 0.032
H 2.21581 2.18561 -1.88799 -0.013 0.006 -0.118
H 4.40503 2.89191 -1.54437 -0.020 -0.001 0.020
H 6.18918 1.14979 -1.25552 -0.011 0.000 0.012
H 5.51214 -1.25131 -1.36598 -0.012 0.001 0.000
H 3.12015 -1.83402 -1.76330 0.019 0.008 -0.017
```
Positions in Å, forces in eV/Å.

Summary:
Charge: +1
Largest force on an atom in eV/Å: 2.3
Multiplicity: 2
HOMO level (spin up / spin down) in eV: -10.99 / -10.91
Kohn-Sham gap (spin up / spin down) in eV: 6.829 / 5.755

***

# 4
DFT (ωB97M-V/def2-TZVPD) results for a molecular structure, C31H44BrN8O3P3V.

```
91
Properties=species:S:1:pos:R:3:forces:R:3
V -0.20332 -0.32638 -0.01114 -0.104 0.143 -0.550
C 2.90894 -3.69593 0.48224 -0.027 0.086 -0.047
N 2.32945 -2.81332 1.51142 0.300 0.127 0.122
C 2.02905 -3.52470 2.77262 -0.093 0.038 0.030
P 2.43327 -1.20769 1.56768 -0.812 0.453 0.032
O 1.05817 -0.46379 1.30331 0.187 -0.667 0.373
O 3.30217 -0.81183 0.29742 0.252 -0.023 -0.046
P 2.90660 0.21641 -0.90582 -0.044 -0.214 -0.236
O 1.41005 -0.07435 -1.14134 0.613 0.044 -0.147
N 3.79574 -0.16394 -2.18126 -0.143 0.080 0.137
C 4.83221 0.71878 -2.75973 -0.085 0.036 0.150
C 3.65290 -1.43761 -2.89992 -0.049 0.022 0.088
N 3.19301 1.69418 -0.33787 -0.032 -0.070 0.039
C 2.65048 2.85246 -1.07065 0.000 0.034 -0.027
C 4.34598 1.99955 0.52968 0.001 0.009 0.030
N 2.98956 -0.59790 2.93744 0.238 -0.273 -0.154
C 2.20362 0.04437 4.00147 -0.100 0.032 -0.102
C 4.32967 -1.06161 3.37386 -0.065 0.016 -0.050
H 2.20936 -4.50649 0.28283 0.011 -0.006 -0.016
H 3.84610 -4.11990 0.84388 -0.002 -0.027 -0.029
H 3.09796 -3.14957 -0.43587 0.020 -0.016 0.011
H 1.43305 -4.40404 2.53474 -0.001 -0.002 0.018
H 1.44842 -2.89581 3.44679 0.038 0.003 0.023
H 2.94814 -3.84438 3.26411 -0.014 -0.022 0.005
H 4.86543 1.66869 -2.23139 0.038 -0.053 -0.057
H 4.58783 0.90213 -3.80497 0.061 0.011 -0.010
H 5.80246 0.23057 -2.68531 0.017 0.032 -0.035
H 2.98587 -2.11075 -2.36262 0.010 -0.007 -0.029
H 4.62852 -1.91613 -2.97752 -0.014 -0.017 -0.033
H 3.25811 -1.25333 -3.89965 0.027 -0.055 -0.009
H 2.12414 2.53084 -1.96978 -0.044 0.004 0.037
H 3.46925 3.50098 -1.38341 -0.016 0.009 -0.010
H 1.97596 3.42390 -0.43062 0.022 -0.004 -0.002
H 4.73135 1.09484 0.99250 0.002 0.004 0.005
H 4.02736 2.68766 1.31153 0.007 0.024 0.000
H 5.14455 2.46797 -0.04748 -0.004 0.003 0.029
H 1.22543 0.33846 3.62864 0.042 -0.037 0.060
H 2.73297 0.93192 4.34416 -0.003 -0.002 0.024
H 2.09129 -0.64926 4.83551 -0.012 0.034 0.030
H 4.86360 -1.53512 2.54890 0.008 -0.013 0.013
H 4.23428 -1.76938 4.19683 0.036 0.012 0.017
H 4.90507 -0.19754 3.70179 0.019 -0.019 0.024
N -2.48049 0.25823 2.15781 0.048 0.187 0.234
P -1.62576 1.37291 1.22440 0.050 -0.181 -0.066
C -0.68293 2.50626 2.22501 -0.058 0.133 0.132
C -1.44276 3.39662 3.00266 -0.089 -0.046 -0.031
C -0.81353 4.31363 3.82338 -0.006 0.009 0.015
C 0.57371 4.37094 3.85770 0.029 -0.008 0.003
C 1.32946 3.50782 3.07478 0.009 -0.004 -0.005
C 0.71183 2.56673 2.26522 -0.018 0.065 -0.074
C -2.86305 2.29229 0.34129 -0.003 0.063 -0.025
C -4.06249 1.67615 -0.03827 0.023 -0.016 -0.011
C -5.00357 2.39141 -0.75928 0.010 -0.022 0.011
C -4.75066 3.71241 -1.10948 -0.023 0.043 -0.021
C -3.55963 4.32901 -0.73743 -0.007 -0.024 0.024
C -2.61214 3.62452 -0.01502 0.005 -0.002 0.001
C -2.30242 -1.09146 2.03517 -0.168 -0.021 0.169
C -3.00738 -1.99574 2.83887 0.068 0.075 -0.057
C -2.78695 -3.33816 2.66951 -0.037 -0.006 0.034
C -1.85930 -3.77615 1.71059 0.094 0.009 -0.099
C -1.22033 -2.84348 0.95056 -0.028 -0.065 0.092
N -1.44276 -1.49903 1.08583 0.015 -0.215 0.122
H -3.11462 0.58283 2.88038 -0.017 -0.023 -0.071
H -2.52617 3.38988 2.95722 0.003 -0.016 0.010
H -1.40134 4.99308 4.42533 -0.020 -0.008 0.004
H 1.06460 5.09561 4.49355 0.016 0.011 -0.008
H 2.40873 3.57569 3.10337 0.022 -0.016 -0.008
H 1.31718 1.89721 1.66966 0.007 -0.014 -0.060
H -4.28325 0.65732 0.25616 0.008 -0.025 0.014
H -5.94279 1.93038 -1.03191 -0.010 -0.013 -0.001
H -5.49478 4.27287 -1.66012 -0.006 0.001 -0.004
H -3.38670 5.36636 -0.98974 0.011 0.012 -0.001
H -1.70156 4.12003 0.29936 0.012 -0.015 -0.017
H -3.71048 -1.62856 3.57415 -0.001 0.014 0.006
H -3.32727 -4.05490 3.27471 0.001 -0.012 0.004
H -1.66580 -4.82835 1.56035 0.011 -0.006 -0.010
H -0.50391 -3.13062 0.19163 -0.019 -0.033 -0.003
N -0.88352 1.92886 -2.24840 0.071 -0.219 -0.005
C -0.68953 1.13274 -1.44654 -0.247 0.503 -0.106
H -1.07151 2.60416 -2.97351 -0.035 0.028 -0.022
Br -2.73653 -4.02286 -5.09036 0.022 0.030 0.038
C -2.02593 -2.99962 -3.72544 0.066 0.037 0.049
C -2.84923 -2.41820 -2.75711 0.005 0.015 0.013
C -2.27645 -1.68004 -1.75050 -0.109 0.079 0.022
N -0.94501 -1.47157 -1.64470 0.034 0.077 0.089
C -0.15883 -2.00426 -2.60148 -0.018 -0.060 -0.040
C -0.65129 -2.77359 -3.63186 0.008 0.016 0.007
H -3.92228 -2.54576 -2.78933 -0.005 0.000 -0.001
H -2.90192 -1.22377 -0.99346 -0.031 -0.031 -0.015
H 0.89350 -1.78897 -2.52438 0.023 -0.027 -0.030
H 0.02870 -3.18811 -4.36298 -0.002 -0.006 -0.009
```
Positions in Å, forces in eV/Å.

Summary:
Charge: +4
Largest force on an atom in eV/Å: 0.9
Multiplicity: 2
HOMO level (spin up / spin down) in eV: -19.16 / -19.18
Kohn-Sham gap (spin up / spin down) in eV: 5.974 / 6.579

***

# 5
DFT (ωB97M-V/def2-TZVPD) results for 2 unconnected molecules or ions with the total composition CH2N2O2S.

```
8
Properties=species:S:1:pos:R:3:forces:R:3
C 1.12707 -0.33338 1.72581 -0.058 0.118 0.349
N 0.49144 0.30760 -1.13681 1.705 0.121 -1.444
N -0.64276 -0.02673 -0.75439 -0.375 3.456 -1.291
O -0.81728 -1.17338 -0.17540 1.756 -2.748 2.069
O -1.63914 0.66526 -0.84133 -1.270 -0.030 -0.169
S 0.96363 0.81613 2.70785 0.105 -0.193 -0.214
H 0.09807 -1.42672 0.23137 -1.559 0.549 -0.858
H 0.41898 1.17122 -1.75711 -0.303 -1.272 1.557
```
Positions in Å, forces in eV/Å.

Summary:
Charge: 0
Largest force on an atom in eV/Å: 3.9
HOMO level in eV: -10.13
Kohn-Sham gap in eV: 9.530

***

# 6
DFT (ωB97M-V/def2-TZVPD) results for a molecular structure, C28H31N2O3SnTe.

```
66
Properties=species:S:1:pos:R:3:forces:R:3
Sn -0.41704 -0.79040 -0.36799 0.291 -0.294 0.243
C 0.07072 1.48475 3.58801 0.000 -0.035 -0.045
O -0.00992 1.43710 2.15007 -0.068 0.084 -0.135
C -0.31526 0.24614 1.62114 0.091 -0.168 -0.095
O -0.53002 -0.72993 2.32325 -0.012 0.011 0.225
H 0.22552 2.52889 3.83730 0.013 0.024 0.005
H 0.90456 0.87842 3.93765 0.014 -0.015 -0.007
H -0.84483 1.11009 4.03934 -0.036 0.009 -0.011
C -1.14714 0.38020 -9.50225 0.017 0.015 0.080
C -0.74957 0.33540 -8.04893 -0.015 0.010 -0.009
C 0.13433 -0.62623 -7.57365 0.014 0.012 -0.040
C 0.50706 -0.67383 -6.23474 0.052 -0.095 0.049
C 1.45554 -1.74855 -5.76012 -0.072 0.065 -0.044
C -0.01932 0.27832 -5.36246 -0.018 -0.041 0.219
Te 0.51056 0.15661 -3.19302 -0.170 0.442 -0.369
N 1.48146 -0.30793 -1.23442 0.280 0.119 -0.192
C 2.83576 -0.41383 -1.26993 -0.181 -0.105 0.149
O 3.52793 -0.37001 -2.28308 -0.180 -0.009 -0.071
C 3.51248 -0.63171 0.05970 -0.099 0.027 0.138
C 3.04176 -0.04245 1.22906 0.052 -0.022 -0.070
C 3.68852 -0.27400 2.43512 -0.002 -0.013 -0.012
C 4.79978 -1.10526 2.47972 -0.012 0.035 -0.012
C 5.27609 -1.68753 1.31153 -0.018 0.003 -0.018
C 4.64140 -1.44238 0.10243 0.029 -0.023 0.019
C 1.33004 2.10987 -3.15808 0.057 0.011 0.054
C 0.85748 3.06291 -2.24970 -0.071 -0.026 0.013
C -0.24724 2.82439 -1.25044 0.156 0.017 -0.016
C 1.44470 4.32847 -2.24107 -0.031 0.014 -0.011
C 2.47154 4.66745 -3.10223 0.035 0.015 -0.041
C 3.08940 6.04110 -3.08697 -0.012 -0.081 -0.007
C 2.92816 3.69756 -3.98884 -0.001 0.004 0.010
C 2.38820 2.41877 -4.03304 0.049 -0.028 -0.022
C 2.98424 1.42247 -4.99542 -0.064 0.084 0.070
C -0.93435 1.24101 -5.79336 0.013 0.017 -0.059
C -1.57535 2.28297 -4.90367 0.085 -0.079 -0.070
C -1.27321 1.25135 -7.14691 -0.022 -0.005 -0.002
H -0.63907 -0.39500 -10.07463 -0.001 0.008 0.003
H -0.89960 1.34732 -9.94345 0.000 -0.015 -0.006
H -2.22294 0.23518 -9.61514 0.004 -0.003 -0.009
H 0.54758 -1.35745 -8.26153 -0.015 0.015 0.012
H 1.86907 -2.30151 -6.60298 -0.012 0.007 -0.004
H 0.93862 -2.46169 -5.11348 0.023 -0.008 0.003
H 2.28085 -1.32676 -5.18353 -0.026 -0.043 -0.020
H 2.18978 0.62360 1.18118 0.013 -0.013 0.024
H 3.32385 0.19334 3.34204 0.027 0.002 -0.019
H 5.30123 -1.28828 3.42208 -0.013 -0.015 -0.017
H 6.14555 -2.33322 1.34383 -0.020 0.029 -0.005
H 5.01020 -1.87074 -0.82156 -0.020 0.018 0.040
H -0.85454 1.95993 -1.49918 -0.100 -0.050 -0.042
H -0.91238 3.68824 -1.20657 0.027 0.012 0.018
H 0.16338 2.67043 -0.24841 -0.021 -0.024 -0.035
H 1.07684 5.06540 -1.53308 0.002 -0.020 -0.027
H 2.61196 6.68208 -2.34653 0.006 -0.009 -0.006
H 2.99448 6.51827 -4.06391 0.003 0.010 0.009
H 4.15420 5.98397 -2.85344 -0.012 0.009 0.002
H 3.74707 3.93719 -4.66016 -0.025 -0.005 0.011
H 3.90388 1.82075 -5.42302 -0.005 0.005 0.017
H 2.29715 1.20076 -5.81538 0.067 0.021 0.055
H 3.22487 0.49564 -4.47153 0.009 0.046 -0.007
H -1.49606 2.04204 -3.84607 -0.011 -0.024 0.022
H -2.63468 2.37690 -5.14813 0.025 0.016 -0.011
H -1.10872 3.25915 -5.05685 0.026 -0.030 0.038
H -1.97934 1.99967 -7.49901 0.029 -0.028 0.009
N -3.97659 0.19360 0.05838 0.084 0.085 -0.033
C -3.02096 0.50360 -0.52406 -0.229 0.033 0.107
H -4.76983 -0.07230 0.60379 0.002 -0.005 -0.042
```
Positions in Å, forces in eV/Å.

Summary:
Charge: 0
Largest force on an atom in eV/Å: 0.6
Multiplicity: 2
HOMO level (spin up / spin down) in eV: -7.45 / -7.75
Kohn-Sham gap (spin up / spin down) in eV: 7.326 / 6.539

***

> The lowest largest force on an atom belongs to which entry?

C3H7N